Entry 1:
Here is C7H11N3O in the gas phase from the Open Molecules 2025 dataset. Energies are from wB97M-V/def2-TZVPD.

```
22
Properties=species:S:1:pos:R:3
C -0.820 -1.146 -0.019
C -2.046 0.542 -0.227
C 0.356 -2.045 -0.074
C 1.646 -1.418 0.454
C 2.128 -0.226 -0.432
C 1.419 0.937 -0.041
C -2.400 1.995 -0.355
N -1.988 -1.480 0.434
N -2.793 -0.410 0.273
N -0.756 0.104 -0.284
O 1.295 1.350 1.237
H 0.149 -2.817 0.515
H 0.486 -2.469 -1.048
H 1.546 -1.038 1.440
H 2.291 -2.284 0.586
H 3.214 -0.027 -0.287
H 2.145 -0.443 -1.573
H 1.146 1.837 -0.746
H -3.508 2.185 -0.578
H -2.128 2.535 0.526
H -1.929 2.479 -1.193
H 0.548 1.838 1.391
```

Results
* energy above the lowest of the compared OMol25 structures with the same formula, charge and spin: 393.1 kJ/mol
* charge: 0
* LUMO level: -0.9 eV
* calculated total energy: -512.70805 Eh

Entry 2:
Here is C7H11N3O2 in the gas phase from the Open Molecules 2025 dataset. Energies are from wB97M-V/def2-TZVPD.

```
23
Properties=species:S:1:pos:R:3
C 0.154 -0.353 0.354
C -1.988 0.088 -0.727
C -0.404 -1.352 -1.688
C 0.347 -1.017 -2.989
C 2.010 -0.413 2.087
C 0.551 1.767 1.626
C 0.599 0.146 1.572
N 0.444 -1.065 -0.595
N -1.718 -0.677 -1.660
N -2.900 0.923 -0.139
O -2.893 2.087 -0.618
O -3.583 0.496 0.801
H -0.574 -2.482 -1.517
H 0.793 -0.052 -3.058
H -0.379 -1.006 -3.783
H 1.016 -1.685 -3.463
H 1.926 -1.316 2.771
H 2.574 0.448 2.546
H 2.716 -0.723 1.261
H -0.489 2.106 1.248
H 1.348 2.247 1.000
H 0.510 2.129 2.644
H -0.060 -0.295 2.330
```

Results
* energy above the lowest of the compared OMol25 structures with the same formula, charge and spin: 725.3 kJ/mol
* charge: 0
* LUMO level (spin up / spin down): -0.8 / -0.8 eV
* calculated total energy: -587.81797 Eh

Entry 3:
Here is C7H11N3O2S in the gas phase from the Open Molecules 2025 dataset. Energies are from wB97M-V/def2-TZVPD.

```
24
Properties=species:S:1:pos:R:3
C 3.990 0.486 -0.847
C 3.359 -0.096 0.426
O 2.448 0.832 0.968
C 1.110 0.547 0.619
C 0.674 -0.576 1.519
O 1.422 -1.115 2.290
N -0.641 -1.032 1.341
C -1.543 -0.524 0.439
N -1.317 0.371 -0.498
N -2.416 0.637 -1.240
C -3.444 0.006 -0.809
C -4.900 0.224 -1.208
S -3.121 -1.136 0.478
H 3.223 0.643 -1.611
H 4.690 -0.286 -1.290
H 4.541 1.397 -0.647
H 2.905 -1.107 0.288
H 4.126 -0.119 1.162
H 0.465 1.439 0.885
H 1.056 0.296 -0.521
H -0.917 -1.696 2.094
H -5.361 -0.758 -1.394
H -5.422 0.704 -0.361
H -4.928 0.865 -2.082
```

Results
* energy above the lowest of the compared OMol25 structures with the same formula, charge and spin: 50.3 kJ/mol
* structure (SMILES): CCOCC(=O)Nc1nnc(C)s1
* charge: 0
* LUMO level: 0.4 eV
* calculated total energy: -986.23081 Eh

Entry 4:
Here is 2 unconnected molecules or ions with the total composition C7H11N3O3 from the Open Molecules 2025 dataset. Energies are from wB97M-V/def2-TZVPD.

```
24
Properties=species:S:1:pos:R:3
O -0.187 -0.953 0.595
C -1.282 -0.591 0.230
C -2.504 -1.442 0.466
C -3.705 -0.993 -0.086
N -3.918 0.325 -0.286
C -2.847 1.211 -0.176
O -2.911 2.395 -0.359
N -1.583 0.739 -0.085
H -2.501 -2.468 0.687
H -4.607 -1.506 -0.111
H -4.790 0.579 -0.549
H -0.871 1.357 -0.055
C 3.041 0.774 1.714
N 2.399 0.135 0.596
C 2.966 0.076 -0.639
C 2.137 -0.573 -1.744
O 4.086 0.531 -0.854
H 3.963 1.251 1.355
H 2.393 1.522 2.165
H 3.339 0.073 2.510
H 1.505 -0.282 0.747
H 1.110 -0.788 -1.457
H 2.605 -1.513 -2.072
H 2.163 0.142 -2.588
```

Results
* energy above the lowest of the compared OMol25 structures with the same formula, charge and spin: 24.4 kJ/mol
* structure (SMILES): O=c1cc[nH]c(=O)[nH]1.CNC(C)=O
* charge: 0
* LUMO level: -0.1 eV
* calculated total energy: -663.34976 Eh

Entry 5:
Here is a gas-phase ion, C7H11N3O4 (charge +2) from the Open Molecules 2025 dataset. Energies are from wB97M-V/def2-TZVPD.

```
25
Properties=species:S:1:pos:R:3
C 4.475 1.269 -0.421
C 0.448 1.968 0.417
C 2.244 0.451 0.116
C -0.810 -0.829 0.004
C -1.854 2.389 0.310
C -1.017 -3.189 -0.350
C -0.858 0.469 -0.862
N 3.430 0.835 -0.160
N 1.714 -0.717 0.428
N -0.665 1.642 -0.044
O 0.457 -0.648 0.913
O -1.796 -0.797 0.898
O 2.272 -1.769 0.305
O -0.632 -1.871 -0.793
H 5.451 1.633 -0.644
H 0.779 2.767 1.053
H -2.335 2.780 -0.588
H -2.542 1.702 0.813
H -1.628 3.218 0.983
H -0.485 -3.468 0.561
H -0.717 -3.844 -1.166
H -2.098 -3.250 -0.211
H -1.844 0.495 -1.333
H -0.094 0.380 -1.641
H -1.893 -1.618 1.412
```

Results
* energy above the lowest of the compared OMol25 structures with the same formula, charge and spin: 716.3 kJ/mol
* charge: +2
* LUMO level (spin up / spin down): -10.0 / -10.0 eV
* calculated total energy: -737.57608 Eh

Entry 6:
Here is a molecular structure, C7H11N4O3ReS3 from the Open Molecules 2025 dataset. Energies are from wB97M-V/def2-TZVPD.

```
29
Properties=species:S:1:pos:R:3
Re 1.659 1.202 0.157
N 0.175 2.843 -0.866
N 0.876 3.640 -1.798
C 2.154 3.374 -2.165
N 2.758 4.201 -3.016
S 2.978 1.981 -1.657
H -0.641 2.406 -1.307
H -0.164 3.420 -0.086
H 0.448 4.511 -2.089
H 2.325 5.042 -3.365
H 3.713 4.015 -3.283
N 0.726 -0.647 -0.864
C -0.175 -1.383 0.012
C -0.974 -2.421 -0.456
C -1.777 -3.124 0.434
C -1.746 -2.762 1.756
C -1.002 -1.721 2.248
C -0.198 -1.027 1.355
S -2.828 -3.698 2.966
O -4.051 -3.065 2.521
O -2.586 -5.049 2.542
O -2.289 -3.278 4.227
H 0.278 -0.504 -1.773
H 1.545 -1.239 -1.051
H -0.968 -2.698 -1.501
H -2.397 -3.943 0.106
H -1.040 -1.483 3.296
H 0.434 -0.200 1.713
S 2.767 1.607 1.944
```

Results
* energy above the lowest of the compared OMol25 structures with the same formula, charge and spin: 244.6 kJ/mol
* charge: +1
* spin multiplicity: 2
* LUMO level (spin up / spin down): -7.0 / -6.6 eV
* calculated total energy: -1990.53358 Eh